29
Properties=species:S:1:pos:R:3:forces:R:3:nbo_charge:R:1 method="wB97M-V/def2-TZVPD" orbital_gap_ev=9.14 energy_ha=-763.8365 lumo_ev=2.965 charge=-1
O -1.8574 -1.8879 1.0279 -0.659 0.399 0.001 -1.03
H -1.0248 -2.2742 1.3090 0.110 0.189 -0.126 0.46
H -0.6397 -1.3574 -1.0681 0.455 0.155 -0.419 0.47
O 2.9582 1.7942 -1.0963 0.450 -0.145 -0.040 -0.96
H 2.0711 1.4124 -1.1098 0.078 0.129 0.450 0.49
H -2.8313 -0.7324 -0.9361 -0.422 -0.626 0.516 0.50
O 2.4731 -2.4885 2.0268 -0.127 0.141 -0.107 -0.99
H 3.2822 1.7584 -0.1819 -0.602 0.033 -0.401 0.47
H 2.0862 -1.6851 1.5959 0.050 -0.323 0.464 0.49
O -1.3683 1.4638 -1.7294 1.146 -0.232 0.228 -1.05
H 2.2187 -0.2571 0.4558 -0.635 0.473 0.713 0.45
H -1.6064 -1.1603 0.3539 0.653 -0.990 1.176 0.49
O 1.4167 -0.1747 1.0278 1.090 -1.006 -1.335 -1.01
H 1.8517 -1.9885 -2.6695 0.299 0.708 -0.531 0.48
H -0.8770 0.6264 -1.2949 -1.183 0.239 -0.243 0.49
O 0.6206 3.1960 1.1198 0.434 -0.561 0.638 -0.95
H 0.1216 2.3668 1.1798 -0.509 0.220 -0.537 0.49
H 1.1230 3.0726 1.9375 0.216 0.500 -0.186 0.45
O -1.9875 2.0869 1.7143 -0.013 0.080 0.358 -0.97
H -2.3015 2.2441 0.8159 0.193 -0.362 -0.129 0.49
H -1.8260 1.1412 1.8086 -0.201 -0.064 -0.358 0.48
O 0.9949 -1.5740 -2.5853 -0.784 -0.805 0.268 -0.97
H 0.8530 -0.7176 -2.9987 0.738 -0.167 -0.029 0.49
H 0.7388 -0.5980 0.3615 -0.472 1.096 0.338 0.52
O -0.4709 -0.5290 -0.6078 -0.253 -0.464 0.412 -1.18
H 2.0131 -2.5148 2.8713 0.059 -0.033 -0.024 0.46
O -3.5998 -1.3043 -1.0944 -0.730 0.410 -1.425 -0.98
H -0.5649 1.9893 -1.8322 -0.379 0.587 -0.196 0.44
H -3.8676 -1.9084 -0.4013 0.998 0.418 0.525 0.49

2
Properties=species:S:1:pos:R:3:forces:R:3:lowdin_charge:R:1 method="wB97M-V/def2-TZVPD" orbital_gap_ev="7.05 / 14.64" energy_ha=-1.0601 s_squared=0.75 spin_multiplicity=2 lumo_ev="9.840 / 7.871" charge=-1
H 0.3861 0.1091 -0.0969 0.103 0.029 -0.026 -0.50
H -0.3861 -0.1091 0.0969 -0.103 -0.029 0.026 -0.50

31
Properties=species:S:1:pos:R:3:forces:R:3:nbo_charge:R:1 method="wB97M-V/def2-TZVPD" orbital_gap_ev=10.34 energy_ha=-767.2723 lumo_ev=-0.101
He 0.0277 -0.0576 -0.3661 0.056 0.193 -0.086 0.00
O -3.0914 -1.2926 -1.2377 -0.377 -0.369 -0.289 -0.97
H -2.7525 -0.5087 -1.6700 0.191 0.296 -0.160 0.48
H -2.5763 -1.3652 -0.4342 0.234 0.101 0.371 0.48
O 0.9989 2.3113 1.3188 0.111 -0.286 -0.005 -0.96
H 1.2593 3.1877 1.0352 0.135 0.230 -0.194 0.48
H 0.3210 2.4636 1.9772 -0.310 -0.032 0.234 0.48
O -3.3732 1.6190 1.0670 -0.211 0.073 0.150 -0.94
H -3.1918 2.4522 0.6320 0.031 0.200 -0.126 0.46
H -2.5527 1.1305 1.0016 0.216 -0.307 -0.052 0.47
O 1.0270 2.5454 -2.3640 -0.028 0.271 -0.172 -0.94
H 1.8354 2.1581 -2.0282 0.208 -0.091 0.081 0.47
H 0.3778 1.8457 -2.2924 -0.176 -0.199 0.229 0.47
O 0.8279 -2.5501 -0.4539 0.100 0.101 -0.003 -0.95
H 1.7096 -2.5461 -0.0814 0.053 0.019 0.499 0.47
H 0.8150 -3.3130 -1.0319 -0.162 -0.219 -0.315 0.50
O 3.1743 -2.5837 -2.4006 0.046 -0.312 -0.105 -0.93
H 2.9872 -2.4462 -1.4720 0.108 0.134 0.007 0.45
H 3.3774 -1.7107 -2.7364 0.054 0.213 -0.138 0.47
O 2.8155 0.3575 2.5510 0.248 -0.356 -0.022 -0.96
H 2.2330 0.9549 2.0820 -0.143 0.668 -0.443 0.49
H 2.9552 0.7761 3.4004 0.129 0.062 0.260 0.47
O -2.1641 1.3529 -2.3150 0.209 -0.114 0.216 -0.95
H -3.0619 1.6539 -2.4551 -0.342 0.103 0.044 0.49
H -1.6819 1.6730 -3.0774 0.068 0.070 -0.322 0.48
O 0.3498 -0.9170 3.1962 -0.011 0.081 0.565 -0.98
H 0.9985 -0.2836 2.8895 0.501 -0.118 0.104 0.46
H -0.2265 -1.0537 2.4443 -0.534 -0.189 -0.255 0.48
O -1.2411 -1.5940 1.0614 -0.831 0.413 0.175 -0.98
H -0.4980 -1.8357 0.5086 0.555 -0.372 -0.508 0.51
H -1.6789 -2.4238 1.2512 -0.128 -0.268 0.258 0.48

34
Properties=species:S:1:pos:R:3:forces:R:3:nbo_charge:R:1 method="wB97M-V/def2-TZVPD" orbital_gap_ev=9.89 energy_ha=-1044.8247 lumo_ev=2.704 charge=-1
N -0.8532 1.2991 -0.8097 0.318 -5.148 4.247 0.73
O -1.4142 0.3231 -1.3257 -1.368 -0.341 -3.675 -0.59
O -1.3872 1.6561 0.2353 -1.901 3.739 1.316 -0.57
O 0.3608 1.3181 -0.8237 2.891 2.485 -2.392 -0.49
O -0.6942 -2.9489 -0.6397 -0.387 0.053 0.114 -1.01
H -1.3702 -2.7209 -1.2867 -0.239 -0.217 0.044 0.46
H -0.1762 -2.1199 -0.5307 0.266 -0.946 0.161 0.49
O 3.2588 0.7201 -1.7987 1.196 1.126 -1.377 -0.98
H 2.6768 0.1691 -2.2987 -0.289 -0.800 -0.248 0.48
H 3.1618 0.5191 -0.8897 -0.377 -0.219 1.506 0.49
O -1.9812 -0.9379 1.1453 -0.444 0.626 2.420 -0.98
H -1.7782 -0.2099 0.5853 -0.202 0.891 -1.124 0.48
H -2.0202 -1.7109 0.6233 0.359 -1.513 -1.065 0.49
O 0.9868 2.3931 2.0193 0.134 0.957 -0.309 -0.99
H 0.6008 1.5881 2.3813 -0.461 -0.257 0.059 0.49
H 0.4938 2.6101 1.2053 0.162 -0.400 0.505 0.50
O 1.1748 -0.5939 -3.1687 1.952 -0.331 -1.338 -0.95
H 0.9158 0.1091 -2.6127 -0.924 1.332 1.188 0.49
H 0.4128 -1.0869 -3.3727 -1.330 -0.814 -0.157 0.46
O 2.8788 0.7471 1.0073 0.122 -0.711 -0.111 -0.99
H 2.0758 1.0541 1.4383 -0.932 0.222 -0.351 0.50
H 3.4698 1.2001 1.5883 1.271 0.306 0.265 0.47
O -2.4482 -1.9239 -2.5207 -0.169 -0.657 -0.604 -0.96
H -2.3272 -1.0539 -2.1267 0.284 0.334 -0.126 0.51
H -1.6632 -2.1249 -3.0557 -0.434 0.411 0.231 0.47
O 1.1238 -1.1909 -0.3597 -0.477 0.494 -0.186 -0.97
H 0.6118 -0.3619 -0.4597 0.761 -0.307 -0.072 0.47
H 1.8528 -0.9439 0.2003 0.474 0.109 0.620 0.50
O 0.3798 -0.1889 2.6553 -0.697 0.325 -1.113 -0.98
H -0.4742 -0.1489 2.1253 0.988 -0.703 1.177 0.52
H 0.1638 -0.1809 3.5853 -0.491 -0.060 0.214 0.48
O -2.5592 1.7901 2.7553 -0.777 -0.257 1.235 -0.96
H -2.2052 1.8251 1.8853 0.713 0.345 -1.274 0.49
H -3.2482 1.1261 2.6433 0.010 -0.073 0.222 0.47

44
Properties=species:S:1:pos:R:3:forces:R:3:nbo_charge:R:1 method="wB97M-V/def2-TZVPD" orbital_gap_ev="3.86 / 3.18" energy_ha=-2765.8276 s_squared=0.76 spin_multiplicity=2 lumo_ev="7.682 / 7.683" charge=-4
N -0.2704 0.1274 0.0531 -0.273 0.035 0.295 -0.94
H -0.0477 -0.1073 -0.9037 -0.641 -0.706 -1.661 0.48
H -0.0543 -0.6737 0.6289 0.665 -0.772 0.324 0.45
H -1.1910 0.4884 0.2584 0.105 0.154 -0.510 0.41
H 0.4589 0.8089 0.2077 0.431 1.123 1.066 0.45
S 0.5572 0.0509 -3.7706 1.638 0.814 -0.132 2.61
O 1.9361 -0.3512 -3.7537 3.116 -0.135 -0.058 -1.00
O 0.4130 1.5036 -3.6789 -0.538 0.774 0.306 -0.98
O 0.0483 -0.3833 -5.0499 -2.216 -0.943 -1.821 -1.08
O -0.0202 -0.6223 -2.5966 -2.538 -0.214 1.227 -1.14
S 2.5213 1.8446 -0.4363 1.100 -0.700 -0.131 2.57
O 3.7499 2.5470 -0.1781 1.614 1.628 1.032 -1.00
O 1.8414 2.4635 -1.5404 -1.014 0.613 -1.220 -0.86
O 2.9326 0.4763 -0.7508 -0.615 -0.943 -0.436 -0.81
O 1.6344 1.8300 0.7638 -0.111 -0.239 0.525 -1.11
S 1.4857 -3.2413 1.0501 2.786 -2.910 -1.250 2.60
O 0.5935 -4.4036 1.0827 -1.129 -0.952 0.259 -1.13
O 2.4759 -3.3854 2.1700 -0.153 0.577 -0.230 -1.14
O 2.1402 -3.1498 -0.2735 -0.222 0.182 1.160 -1.05
O 0.6869 -2.0407 1.3100 -1.731 2.591 1.065 -1.18
O 1.1397 3.9158 2.0511 -0.485 2.254 1.545 -1.00
H 1.2227 3.1342 1.5048 0.563 -1.476 -1.153 0.51
H 0.3482 3.7647 2.5676 -0.148 -0.109 0.034 0.43
O -1.1884 2.7549 -1.4894 0.363 1.007 0.032 -0.91
H -1.8443 3.3641 -1.1502 -0.162 0.081 0.157 0.41
H -1.6369 1.9097 -1.5159 -0.032 -0.219 -0.166 0.49
O -0.8514 -0.9766 3.5437 -0.900 0.288 0.692 -0.97
H -0.5920 -0.4801 4.3198 0.203 0.163 0.053 0.44
H -0.0432 -1.3925 3.2436 0.772 -0.483 -0.915 0.52
O 2.9066 -0.2643 2.5957 0.329 0.367 1.004 -1.01
H 2.4237 0.4460 2.1732 -0.114 0.395 -0.544 0.49
H 2.5491 -1.0623 2.2064 -0.110 -0.769 -0.290 0.51
O -2.7973 0.6534 -1.4785 -0.981 -0.134 -0.032 -0.96
H -3.5890 0.3097 -1.0646 -0.015 -0.138 0.241 0.46
H -2.5220 -0.0378 -2.0808 0.825 -0.414 -0.485 0.51
O -2.5192 1.8260 1.2206 -0.097 0.192 0.415 -0.91
H -3.1377 1.1394 1.4705 -0.010 -0.458 0.163 0.47
H -3.0714 2.5641 0.9627 0.050 0.210 -0.257 0.45
O -2.0373 -2.1674 1.0304 -2.037 0.272 -0.344 -1.00
H -1.0869 -2.0687 1.0883 1.502 -0.515 0.113 0.51
H -2.2677 -2.7160 1.7802 0.307 -0.095 0.103 0.45
O -0.9438 -3.0775 -2.7500 -1.054 -1.636 -0.480 -0.98
H -1.7335 -3.1330 -2.2120 0.034 -0.082 0.352 0.43
H -0.6196 -2.1879 -2.6093 0.922 1.323 -0.050 0.51

29
Properties=species:S:1:pos:R:3:forces:R:3:nbo_charge:R:1 method="wB97M-V/def2-TZVPD" orbital_gap_ev=10.65 energy_ha=-668.4703 lumo_ev=-3.210 charge=+1
N 0.2160 0.8742 -0.1017 0.315 -0.146 0.590 -0.92
H 1.1233 0.8305 -0.6063 -0.333 0.287 -0.042 0.47
H 0.1227 -0.0861 0.2705 -0.413 0.152 0.064 0.46
H -0.5592 1.1717 -0.6978 0.413 -0.239 -0.233 0.45
H 0.2674 1.5087 0.7010 0.318 -0.063 0.092 0.45
O -2.3597 1.0591 1.4095 -0.289 -0.157 -0.164 -0.98
H -3.0201 1.6758 1.0647 0.121 0.030 0.176 0.49
H -2.8694 0.4225 1.9300 0.109 0.102 -0.006 0.50
O -0.5919 1.8268 -2.5723 -0.761 -0.217 0.249 -0.97
H -1.3846 1.2448 -2.5115 0.502 0.523 -0.219 0.49
H -0.9483 2.7230 -2.5204 0.126 -0.035 -0.251 0.48
O 0.3161 -1.7436 1.0647 0.277 -0.369 0.296 -0.98
H 0.6190 -2.4628 0.4916 -0.235 0.193 -0.138 0.50
H 0.4108 -2.0820 1.9664 -0.073 0.209 -0.066 0.50
O 2.5509 -0.1679 -0.9634 0.155 -0.265 -0.337 -0.96
H 3.2235 -0.0292 -1.6434 -0.025 0.081 0.166 0.50
H 2.4270 -1.1266 -0.9326 0.031 0.117 -0.014 0.49
O 0.2078 1.6593 2.7862 -0.367 -0.005 -0.390 -0.97
H 0.0903 2.3754 3.4218 0.171 -0.053 -0.030 0.49
H -0.6899 1.4765 2.4633 -0.015 0.061 0.326 0.48
O 3.4250 -1.1557 2.1864 -0.151 -0.197 -0.087 -0.93
H 3.5749 -2.1067 2.2427 0.082 0.112 0.053 0.47
H 2.5987 -1.0643 1.6980 0.080 0.079 0.043 0.46
O -2.5036 -0.0140 -1.8570 -0.271 -0.516 0.006 -0.98
H -2.9838 -0.2570 -1.0537 0.127 0.134 -0.088 0.50
H -2.8951 -0.5568 -2.5562 -0.001 0.171 0.073 0.50
O 0.1875 -2.1709 -1.7239 0.013 0.193 -0.003 -0.96
H 0.1685 -1.3413 -2.2187 0.028 -0.143 -0.030 0.48
H -0.7239 -2.4834 -1.7382 0.069 -0.038 -0.035 0.48